[1]
{
  "formula": "C14H28N2O19P3S4",
  "method": "the ωB97M-V functional and the def2-TZVPD basis",
  "species": ["C", "P", "O", "N", "C", "C", "P", "O", "C", "C", "C", "P", "N", "O", "H", "H", "H", "H", "H", "H", "H", "H", "H", "H", "H", "H", "C", "C", "O", "S", "O", "O", "O", "H", "H", "H", "H", "C", "C", "O", "S", "O", "O", "O", "H", "H", "H", "H", "C", "C", "O", "S", "O", "O", "O", "H", "H", "H", "H", "C", "C", "O", "S", "O", "O", "O", "H", "H", "H", "H"],
  "positions_angstrom": [[-2.968, 0.248, 1.787], [-1.822, 1.569, 1.138], [-0.274, 1.019, 1.273], [-1.922, 2.952, 2.312], [-1.689, 2.661, 3.621], [-1.776, 3.620, 4.600], [-1.442, 3.276, 6.382], [-1.322, 1.834, 6.690], [-2.128, 4.950, 4.220], [-2.358, 5.213, 2.869], [-2.254, 4.196, 1.881], [-2.650, 4.736, 0.121], [-1.681, 3.940, -1.032], [-2.083, 6.305, 0.101], [-2.422, -0.667, 2.078], [-3.665, 0.045, 0.960], [-3.476, 0.677, 2.672], [-0.256, 0.152, 1.729], [-1.422, 1.631, 3.890], [-2.408, 3.986, 7.139], [-0.186, 3.892, 6.660], [-2.199, 5.754, 4.963], [-2.642, 6.230, 2.572], [-0.782, 3.620, -0.680], [-2.189, 3.166, -1.458], [-1.130, 6.249, 0.304], [4.184, -0.464, 4.257], [3.738, 0.851, 3.655], [3.302, 0.514, 2.332], [2.679, -0.967, 2.342], [1.262, -0.861, 2.443], [3.305, -1.725, 1.327], [3.245, -1.429, 3.768], [5.178, -0.746, 3.905], [4.179, -0.444, 5.344], [4.537, 1.588, 3.620], [2.885, 1.266, 4.198], [-0.570, -2.680, -1.378], [-1.314, -3.397, -2.483], [-2.657, -2.899, -2.395], [-2.627, -1.375, -1.902], [-2.735, -0.531, -3.039], [-3.487, -1.245, -0.768], [-1.111, -1.351, -1.377], [-0.772, -3.133, -0.406], [0.502, -2.656, -1.548], [-1.295, -4.476, -2.363], [-0.919, -3.135, -3.467], [1.390, 2.227, -5.013], [0.289, 2.878, -4.200], [-0.886, 2.123, -4.506], [-0.478, 0.587, -4.782], [-0.698, -0.157, -3.594], [-1.020, 0.196, -6.030], [1.111, 0.826, -4.955], [1.350, 2.541, -6.058], [2.379, 2.434, -4.610], [0.147, 3.926, -4.455], [0.481, 2.788, -3.128], [3.106, -7.151, -3.061], [2.330, -6.158, -3.901], [1.011, -6.165, -3.342], [1.106, -6.442, -1.760], [1.046, -5.193, -1.080], [0.243, -7.517, -1.440], [2.624, -6.959, -1.725], [2.888, -8.179, -3.358], [4.179, -6.982, -3.107], [2.303, -6.432, -4.953], [2.737, -5.149, -3.799]],
  "lowdin_charge": [-0.204, 0.958, -0.284, -0.176, -0.079, -0.283, 0.718, -0.429, -0.018, -0.045, -0.328, 0.854, -0.193, -0.292, 0.067, 0.021, 0.050, 0.024, 0.139, 0.031, 0.031, 0.128, 0.118, 0.027, 0.031, 0.063, -0.154, -0.163, -0.184, 0.624, -0.243, -0.192, -0.173, 0.139, 0.140, 0.139, 0.131, -0.167, -0.153, -0.164, 0.620, -0.230, -0.252, -0.221, 0.133, 0.132, 0.125, 0.138, -0.167, -0.178, -0.184, 0.637, -0.254, -0.193, -0.183, 0.137, 0.136, 0.137, 0.120, -0.158, -0.162, -0.193, 0.608, -0.224, -0.199, -0.179, 0.137, 0.138, 0.139, 0.134],
  "total_energy_ha": -4705.8421,
  "e_homo_ev": -12.0,
  "total_charge": 1,
  "molar_mass_g_mol": 749.6
}

[2]
{
  "formula": "C23H19BBr2CoF4N2P",
  "method": "the ωB97M-V functional and the def2-TZVPD basis",
  "species": ["Co", "Br", "C", "C", "C", "N", "C", "C", "C", "C", "C", "Br", "C", "C", "N", "H", "H", "H", "H", "H", "H", "F", "B", "F", "F", "F", "C", "P", "C", "C", "C", "C", "C", "C", "C", "C", "C", "C", "C", "C", "H", "H", "H", "H", "H", "H", "H", "H", "H", "H", "H", "H", "H"],
  "positions_angstrom": [[-0.948, -0.326, 0.892], [-2.108, -1.298, -5.677], [-1.704, -1.058, -3.861], [-0.492, -0.501, -3.478], [-0.250, -0.344, -2.129], [-1.118, -0.706, -1.183], [-2.295, -1.239, -1.557], [-2.622, -1.425, -2.890], [-3.234, -1.554, -0.458], [-4.292, -2.432, -0.610], [-5.146, -2.633, 0.467], [-6.588, -3.825, 0.297], [-4.919, -1.956, 1.653], [-3.825, -1.114, 1.725], [-2.993, -0.917, 0.701], [0.241, -0.194, -4.209], [0.681, 0.086, -1.792], [-3.584, -1.826, -3.174], [-4.446, -2.972, -1.533], [-5.568, -2.092, 2.506], [-3.608, -0.581, 2.640], [0.078, -0.777, 4.342], [-1.008, -0.953, 3.558], [-0.613, -1.739, 2.341], [-1.375, 0.307, 2.881], [-2.097, -1.514, 4.125], [1.645, 1.361, 2.638], [1.181, 0.741, 0.985], [2.626, -0.249, 0.490], [3.117, -1.180, 1.407], [4.200, -1.979, 1.081], [4.796, -1.869, -0.166], [4.304, -0.957, -1.089], [3.222, -0.152, -0.767], [1.221, 2.261, -0.014], [2.397, 2.976, -0.231], [2.363, 4.159, -0.952], [1.160, 4.638, -1.452], [-0.018, 3.943, -1.224], [0.014, 2.756, -0.509], [2.630, 1.822, 2.572], [1.654, 0.562, 3.375], [0.908, 2.101, 2.946], [2.647, -1.287, 2.378], [4.582, -2.687, 1.804], [5.641, -2.493, -0.422], [4.769, -0.863, -2.062], [2.877, 0.572, -1.493], [3.334, 2.611, 0.173], [3.282, 4.706, -1.119], [1.141, 5.563, -2.012], [-0.959, 4.323, -1.599], [-0.900, 2.204, -0.314]],
  "lowdin_spin": [2.756, 0.001, 0.002, 0.001, 0.006, 0.045, 0.005, 0.001, 0.005, 0.000, 0.003, 0.001, 0.000, 0.005, 0.028, 0.000, 0.001, 0.000, 0.000, 0.000, 0.000, 0.001, 0.002, 0.037, 0.034, 0.001, 0.004, 0.029, 0.006, 0.003, 0.000, 0.003, 0.000, 0.003, 0.006, 0.001, 0.000, 0.000, 0.000, 0.004, 0.001, 0.000, 0.000, 0.000, 0.000, 0.000, 0.000, 0.000, 0.000, 0.000, 0.000, 0.000, 0.003],
  "total_energy_ha": -8293.9311,
  "multiplicity": 4,
  "e_homo_ev": [-11.9, -12.1],
  "total_charge": 1,
  "s2": 3.757,
  "molar_mass_g_mol": 659.9
}

[3]
{
  "formula": "C6H11NO",
  "method": "the ωB97M-V functional and the def2-TZVPD basis",
  "species": ["C", "C", "C", "C", "C", "N", "C", "O", "H", "H", "H", "H", "H", "H", "H", "H", "H", "H", "H"],
  "positions_angstrom": [[-0.820, 0.624, 0.066], [-0.303, 1.944, -0.470], [0.693, -1.335, 1.543], [-0.918, -0.495, -0.817], [0.907, -0.366, 0.417], [-2.005, -1.013, -1.398], [2.085, 0.249, 0.187], [0.212, -1.106, -0.935], [-1.651, 0.735, 0.765], [-2.850, -0.476, -1.471], [-1.965, -1.919, -1.839], [-1.112, 2.657, -0.651], [0.402, 2.380, 0.246], [0.243, 1.813, -1.405], [1.193, -2.284, 1.335], [-0.364, -1.534, 1.726], [1.119, -0.912, 2.454], [2.846, 0.220, 0.956], [2.289, 0.819, -0.706]],
  "lowdin_charge": [-0.160, -0.106, -0.054, -0.464, -0.354, 0.208, -0.028, 0.052, 0.113, 0.117, 0.120, 0.067, 0.074, 0.078, 0.085, 0.077, 0.088, 0.047, 0.041],
  "total_energy_ha": -365.0883,
  "e_homo_ev": -6.6,
  "molar_mass_g_mol": 113.2
}

[4]
{
  "formula": "C15H16BrCl15O3",
  "method": "the ωB97M-V functional and the def2-TZVPD basis",
  "species": ["C", "O", "C", "C", "C", "C", "C", "Br", "C", "O", "C", "C", "C", "O", "H", "H", "H", "H", "H", "H", "H", "H", "H", "H", "H", "C", "Cl", "Cl", "Cl", "H", "C", "Cl", "Cl", "Cl", "H", "C", "Cl", "Cl", "Cl", "H", "C", "Cl", "Cl", "Cl", "H", "C", "Cl", "Cl", "Cl", "H"],
  "positions_angstrom": [[-3.426, -0.266, -0.439], [-2.178, -0.709, 0.136], [-1.989, -0.189, 1.470], [-1.336, 1.265, 1.452], [0.264, 1.298, 1.214], [0.614, 1.859, -0.250], [0.254, 3.150, -0.691], [-0.687, 4.459, 0.430], [0.641, 3.529, -2.203], [1.050, 4.656, -2.518], [0.449, 2.325, -3.246], [0.852, 1.038, -2.806], [1.403, 0.937, -1.301], [2.372, 0.244, -0.961], [-4.197, -1.099, -0.560], [-3.903, 0.610, 0.107], [-3.201, 0.105, -1.504], [-1.418, -0.882, 2.160], [-3.036, -0.082, 1.937], [-1.791, 1.822, 0.555], [-1.546, 1.867, 2.408], [0.852, 1.812, 2.035], [0.632, 0.200, 1.200], [0.019, 2.474, -4.282], [0.755, 0.116, -3.459], [0.559, -3.473, 1.819], [-0.590, -4.211, 2.942], [-0.030, -3.593, 0.156], [0.853, -1.782, 2.253], [1.500, -4.012, 1.889], [4.902, -2.010, -1.824], [4.864, -2.404, -3.549], [4.942, -3.487, -0.849], [6.293, -0.982, -1.452], [3.995, -1.461, -1.578], [3.015, -4.187, 5.283], [1.258, -4.120, 5.479], [3.725, -5.343, 6.417], [3.444, -4.610, 3.618], [3.421, -3.202, 5.500], [-5.278, -4.745, -0.713], [-6.296, -4.003, 0.530], [-5.951, -4.454, -2.323], [-3.623, -4.131, -0.609], [-5.256, -5.819, -0.541], [0.560, 8.183, -2.644], [-0.456, 8.999, -1.445], [-0.081, 8.431, -4.274], [2.229, 8.757, -2.538], [0.551, 7.115, -2.431]],
  "lowdin_charge": [-0.123, -0.246, -0.243, -0.175, -0.155, -0.125, -0.485, 0.741, -0.320, 0.044, 0.028, 0.033, -0.252, 0.065, 0.073, 0.095, 0.100, 0.062, 0.127, 0.082, 0.118, 0.123, 0.014, 0.122, 0.123, -1.502, 0.506, 0.542, 0.614, -0.043, -1.545, 0.513, 0.507, 0.519, -0.021, -1.518, 0.507, 0.529, 0.549, 0.019, -1.543, 0.515, 0.516, 0.521, 0.015, -1.545, 0.508, 0.513, 0.517, -0.018],
  "total_energy_ha": -10283.6043,
  "e_homo_ev": -9.8,
  "smiles": "COCCCC1=C(Br)C(=O)C=CC1=O.ClC(Cl)Cl.ClC(Cl)Cl.ClC(Cl)Cl.ClC(Cl)Cl.ClC(Cl)Cl",
  "molar_mass_g_mol": 856.0
}

[5]
{
  "formula": "C6H13O2",
  "method": "the ωB97M-V functional and the def2-TZVPD basis",
  "species": ["C", "C", "C", "H", "H", "H", "H", "H", "H", "H", "H", "C", "C", "C", "O", "O", "H", "H", "H", "H", "H"],
  "positions_angstrom": [[1.182, 0.925, 1.953], [0.025, 0.276, 2.781], [0.811, 2.124, 1.064], [1.847, 1.278, 2.833], [1.707, 0.208, 1.254], [0.379, -0.377, 3.482], [0.105, 2.782, 1.614], [-0.593, -0.181, 1.981], [-0.519, 1.007, 3.309], [1.673, 2.732, 0.848], [0.404, 1.644, 0.096], [-0.461, -1.493, -1.834], [-1.926, -1.107, -1.807], [0.557, -1.164, -2.915], [0.582, 0.004, -3.348], [1.266, -2.128, -3.114], [0.016, -0.986, -0.963], [-0.312, -2.589, -1.815], [-2.397, -1.509, -2.602], [-1.984, 0.028, -1.836], [-2.363, -1.474, -0.982]],
  "lowdin_charge": [-0.329, -0.119, -0.136, 0.106, 0.111, 0.024, 0.066, 0.079, 0.044, 0.048, 0.101, -0.212, -0.114, -0.832, -0.092, -0.065, 0.095, 0.098, 0.022, 0.096, 0.009],
  "total_energy_ha": -386.8981,
  "e_homo_ev": -3.7,
  "total_charge": -1,
  "molar_mass_g_mol": 117.2
}

[6]
{
  "formula": "C18H22N3O2PtS",
  "method": "the ωB97M-V functional and the def2-TZVPD basis",
  "species": ["Pt", "C", "C", "N", "N", "C", "O", "C", "C", "C", "C", "C", "C", "C", "C", "C", "C", "C", "N", "H", "H", "H", "H", "H", "H", "H", "H", "H", "H", "H", "H", "C", "C", "S", "O", "C", "C", "H", "H", "H", "H", "H", "H", "H", "H", "H", "H"],
  "positions_angstrom": [[-0.896, -0.651, -0.548], [2.711, -1.876, -2.640], [1.415, -1.748, -1.914], [0.910, -0.630, -1.555], [1.454, 0.591, -1.795], [0.576, 1.539, -1.480], [-0.644, 1.336, -1.079], [1.005, 2.947, -1.628], [0.139, 3.966, -1.245], [0.538, 5.289, -1.348], [1.801, 5.596, -1.835], [2.665, 4.580, -2.225], [2.270, 3.257, -2.122], [0.582, -2.940, -1.567], [1.043, -4.228, -1.754], [0.219, -5.301, -1.444], [-1.059, -5.064, -0.969], [-1.464, -3.752, -0.803], [-0.670, -2.717, -1.090], [3.101, -0.885, -2.854], [2.583, -2.422, -3.576], [3.442, -2.415, -2.033], [-0.845, 3.713, -0.874], [-0.136, 6.083, -1.051], [2.113, 6.629, -1.912], [3.647, 4.823, -2.610], [2.933, 2.459, -2.423], [2.041, -4.389, -2.137], [0.574, -6.314, -1.581], [-1.736, -5.872, -0.732], [-2.456, -3.507, -0.450], [-1.570, -1.197, 4.929], [-0.714, -0.437, 3.923], [-1.251, -0.766, 2.248], [-0.169, -0.099, 1.366], [-2.689, 0.316, 2.152], [-2.353, 1.800, 2.222], [-1.124, -1.102, 5.917], [-1.628, -2.259, 4.689], [-2.584, -0.801, 4.987], [0.324, -0.771, 3.929], [-0.727, 0.641, 4.079], [-3.368, -0.022, 2.939], [-3.164, 0.065, 1.205], [-2.132, 2.124, 3.238], [-3.209, 2.372, 1.869], [-1.501, 2.035, 1.584]],
  "lowdin_spin": [1.309, 0.007, 0.021, 0.201, 0.029, 0.018, 0.098, 0.003, 0.002, 0.000, 0.001, 0.000, 0.002, 0.014, -0.002, 0.012, -0.003, 0.020, 0.028, 0.001, 0.001, 0.000, 0.000, 0.000, 0.000, 0.000, 0.001, 0.000, 0.001, 0.000, 0.003, 0.003, 0.016, 0.034, 0.142, 0.020, 0.001, 0.001, 0.000, 0.000, 0.001, 0.001, 0.001, 0.016, 0.000, 0.000, 0.000],
  "total_energy_ha": -1531.0440,
  "multiplicity": 3,
  "e_homo_ev": [-11.0, -11.1],
  "total_charge": 1,
  "s2": 2.006,
  "molar_mass_g_mol": 539.5
}